1.
Here is the molecule C5H3N3 in a non-equilibrium geometry from the Open Molecules 2025 dataset. Energies are from the ωB97M-V functional and the def2-TZVPD basis.

Geometry (Å):
H 1.5983 -2.6899 0.4527
N 1.3901 -1.9348 -0.2623
C 0.4160 -1.1528 -0.0516
C 0.4851 0.1301 -0.7142
C -0.5287 0.8489 -0.1780
C -0.6718 2.2720 -0.4255
N -0.5277 3.4118 -0.8811
C -1.1556 -0.0470 0.8021
N -0.5122 -1.1305 1.0236
H 1.3275 0.1964 -1.4059
H -1.8210 0.0959 1.6403

Forces on the atoms, in the same order (eV/Å):
-1.132 0.935 -0.986
0.759 -1.127 0.931
2.017 -1.069 1.339
-0.826 -0.054 -0.829
0.939 1.196 -0.972
1.055 6.514 -3.284
-1.235 -7.404 3.301
0.163 -0.098 2.727
-0.125 -1.012 -1.685
-0.698 0.921 0.056
-0.917 1.197 -0.597

Values from the calculation:
- SMILES: [H]/N=C1/C=C(C#N)C=N1
- Electronic energy: -9700.810 eV
- Strongest force on any atom: 0.159 Eh/bohr
- HOMO: -0.381 Eh
- LUMO: -1.66 eV
- Orbital gap: 8.699 eV
- Net charge: 0

Here are the Mulliken charges for atoms 1 to 6, given in e: 0.2937, -0.5138, 0.4518, -0.2238, 0.2829, 0.1380



2.
Here is a structure of composition C5H3NO in a non-equilibrium geometry from the Open Molecules 2025 dataset. Energies are from the ωB97M-V functional and the def2-TZVPD basis.

Geometry (Å):
O 0.5503 0.3055 1.1467
C 0.1705 -0.5520 0.3597
C -0.4879 -0.0648 -0.9130
C -0.7599 1.3746 -0.6928
C -0.1237 1.8381 0.2899
C 0.4618 -1.9152 0.7420
N 0.7247 -2.9771 1.1165
H -1.1492 -0.7590 -1.4386
H 0.3507 0.1850 -1.5750
H 0.2626 2.5649 0.9646

Forces on the atoms, in the same order (eV/Å):
0.145 -1.017 0.252
0.336 0.485 0.287
0.182 0.109 -0.258
-0.051 0.118 0.689
-0.867 1.077 -0.631
0.203 -1.151 0.102
-0.305 0.913 -0.446
-0.036 0.281 0.329
0.412 -1.002 -0.372
-0.021 0.187 0.048

Values from the calculation:
- Electronic energy: -8766.152 eV
- Strongest force on any atom: 0.030 Eh/bohr
- HOMO: -0.348 Eh
- LUMO: -1.15 eV
- Orbital gap: 8.322 eV
- Net charge: 0

Here are the Mulliken charges for atoms 1 to 6, given in e: -0.3860, 0.6642, -0.2083, -0.7710, -0.0503, 0.0051



3.
Here is the molecule C5H3NO from the Open Molecules 2025 dataset. Energies are from the ωB97M-V functional and the def2-TZVPD basis.

Geometry (Å):
C 2.6282 0.6402 0.2519
C 1.4014 0.4320 0.2266
C 0.0258 0.1363 0.1077
C -0.5765 -1.1522 -0.0045
N -1.8661 -1.0613 -0.1567
O -2.1557 0.2848 -0.1219
C -1.0310 0.9826 0.0143
H 2.6064 -0.2898 -0.4228
H -0.0895 -2.1199 -0.0011
H -1.1097 2.0589 0.0574

Forces on the atoms, in the same order (eV/Å):
-0.540 -0.473 -0.078
0.201 0.212 0.159
-0.254 0.104 0.014
-0.210 -0.089 0.030
0.319 -0.164 0.053
-0.106 0.221 0.007
-0.001 -0.006 -0.007
0.780 0.181 -0.162
-0.141 0.148 0.020
-0.049 -0.135 -0.037

Values from the calculation:
- SMILES: C#Cc1cnoc1
- Electronic energy: -8765.770 eV
- Strongest force on any atom: 0.016 Eh/bohr
- HOMO: -0.364 Eh
- LUMO: 0.34 eV
- Orbital gap: 10.240 eV
- Net charge: 0

Here are the Mulliken charges for atoms 1 to 6, given in e: -0.7801, 0.1112, 0.5513, -0.2660, -0.3678, -0.1754



4.
Here is a cluster of 2 separate species, C5H3NO in total in a non-equilibrium geometry from the Open Molecules 2025 dataset. Energies are from the ωB97M-V functional and the def2-TZVPD basis.

Geometry (Å):
C -0.8077 0.6510 0.8680
C -2.4384 -0.9345 -0.6673
C -1.2212 1.3364 -0.1257
C -1.7386 -0.1389 -0.0296
C 2.1133 -0.2843 -0.0314
N 2.5249 0.6015 -0.6875
O 1.5818 -1.0877 0.5827
H -0.2636 0.2623 1.7302
H -3.0967 -1.5786 -1.1775
H 3.3463 1.1728 -0.4621

Forces on the atoms, in the same order (eV/Å):
0.020 -1.079 0.529
1.369 1.278 1.495
0.470 1.706 -0.154
-1.329 -1.844 -1.164
-0.249 -0.071 0.727
2.112 2.733 -1.662
-1.015 -2.214 1.236
-0.378 0.347 -0.495
-0.257 -0.349 -0.184
-0.743 -0.506 -0.327

Values from the calculation:
- Electronic energy: -8764.647 eV
- Strongest force on any atom: 0.075 Eh/bohr
- HOMO: -0.343 Eh
- LUMO: -0.05 eV
- Orbital gap: 9.300 eV
- Net charge: 0

Here are the Mulliken charges for atoms 1 to 6, given in e: -0.2959, 0.2280, -0.6677, -0.0960, 0.5329, -0.4186



5.
Here is the molecule C5H3NO in a non-equilibrium geometry from the Open Molecules 2025 dataset. Energies are from the ωB97M-V functional and the def2-TZVPD basis.

Geometry (Å):
C -1.3465 1.6362 1.0896
C -0.8382 0.5460 1.1675
C -0.0615 -0.4121 0.4600
C 1.3523 -0.5674 0.3474
N 1.7033 -0.8847 -0.8689
O 0.5320 -0.9629 -1.6002
C -0.4918 -0.6775 -0.8027
H -1.4812 2.3865 0.3232
H 2.1190 -0.4610 1.1069
H -1.4875 -0.6032 -1.2228

Forces on the atoms, in the same order (eV/Å):
-0.062 -0.055 -0.503
0.160 0.562 -0.145
0.134 -0.079 -0.413
0.181 -0.154 -0.103
0.059 -0.230 0.465
-0.185 -0.210 -0.013
0.074 -0.265 -0.073
-0.480 0.454 1.047
-0.168 0.077 -0.168
0.287 -0.099 -0.092

Values from the calculation:
- SMILES: C#Cc1cnoc1
- Electronic energy: -8766.093 eV
- Strongest force on any atom: 0.024 Eh/bohr
- HOMO: -0.342 Eh
- LUMO: 0.36 eV
- Orbital gap: 9.673 eV
- Net charge: 0

Here are the Mulliken charges for atoms 1 to 6, given in e: -0.2194, -0.3031, 0.4172, -0.3237, -0.3160, -0.1726



6.
Here is the molecule C5H3NO in a non-equilibrium geometry from the Open Molecules 2025 dataset. Energies are from the ωB97M-V functional and the def2-TZVPD basis.

Geometry (Å):
C 2.0104 0.2977 0.4918
C 1.2705 -0.3992 1.1776
C -0.0444 -0.2711 0.4975
C -0.7864 -1.2218 -0.2391
N -1.6569 -0.6560 -1.0350
O -1.5219 0.6960 -0.8396
C -0.5626 0.9081 0.0624
H 2.3115 1.0120 -0.2523
H -0.6838 -2.2937 -0.1985
H -0.3363 1.9281 0.3352

Forces on the atoms, in the same order (eV/Å):
0.062 0.110 0.196
0.214 0.498 -0.670
-0.431 0.100 -0.176
-0.246 -0.168 -0.028
0.100 -0.389 0.187
-0.261 0.127 0.154
-0.156 0.050 0.193
0.910 -0.231 0.404
-0.096 -0.038 -0.143
-0.096 -0.059 -0.118

Values from the calculation:
- SMILES: C#Cc1cnoc1
- Electronic energy: -8765.256 eV
- Strongest force on any atom: 0.020 Eh/bohr
- HOMO: -0.338 Eh
- LUMO: -0.21 eV
- Orbital gap: 8.974 eV
- Net charge: 0

Here are the Mulliken charges for atoms 1 to 6, given in e: -0.1076, -0.6389, 0.7093, -0.2670, -0.3509, -0.1841



7.
Here is the molecule C5H3NO in a non-equilibrium geometry from the Open Molecules 2025 dataset. Energies are from the ωB97M-V functional and the def2-TZVPD basis.

Geometry (Å):
C 2.6105 0.7136 0.1574
C 1.3978 0.4594 0.2404
C 0.0459 0.0909 0.1803
C -0.5084 -1.2241 0.1600
N -1.8002 -1.1950 0.0192
O -2.1388 0.1498 -0.0561
C -1.0446 0.8898 0.0189
H 2.5704 0.3198 -0.8892
H 0.0209 -2.1672 0.2203
H -1.1535 1.9631 -0.0513

Forces on the atoms, in the same order (eV/Å):
-0.720 -0.332 -0.200
0.180 0.105 0.170
-0.280 0.067 0.160
-0.250 -0.112 0.074
0.324 -0.171 0.010
-0.083 0.233 -0.055
-0.039 -0.025 0.064
1.078 0.255 -0.316
-0.158 0.125 0.052
-0.052 -0.147 0.040

Values from the calculation:
- SMILES: C#Cc1cnoc1
- Electronic energy: -8765.998 eV
- Strongest force on any atom: 0.022 Eh/bohr
- HOMO: -0.367 Eh
- LUMO: 0.01 eV
- Orbital gap: 9.996 eV
- Net charge: 0

Here are the Mulliken charges for atoms 1 to 6, given in e: -0.7718, 0.0538, 0.4862, -0.2368, -0.3708, -0.1769



8.
Here is the molecule C5H3NO in a non-equilibrium geometry from the Open Molecules 2025 dataset. Energies are from the ωB97M-V functional and the def2-TZVPD basis.

Geometry (Å):
C -2.9118 -0.0101 0.0043
C -1.7117 0.0810 -0.0244
C -0.2814 0.1592 -0.0176
C 0.6452 1.1679 0.0003
C 1.8869 0.4695 0.0062
N 1.7111 -0.8463 -0.0116
O 0.3571 -1.0458 0.0167
H -3.9910 -0.0960 0.0753
H 0.5246 2.2593 0.0242
H 2.8688 0.9215 0.0353

Forces on the atoms, in the same order (eV/Å):
-0.105 0.006 0.105
-0.159 0.174 0.094
0.189 -0.191 0.226
-0.101 -0.009 0.003
-0.676 -0.896 -0.031
0.389 1.367 0.324
-0.160 0.665 -0.428
0.802 0.071 -0.129
-0.183 -0.856 -0.079
0.004 -0.332 -0.085

Values from the calculation:
- SMILES: C#Cc1ccno1
- Electronic energy: -8767.540 eV
- Strongest force on any atom: 0.028 Eh/bohr
- HOMO: -0.351 Eh
- LUMO: 0.51 eV
- Orbital gap: 10.049 eV
- Net charge: 0

Here are the Mulliken charges for atoms 1 to 6, given in e: 0.1992, -0.4916, 0.1838, -0.3057, -0.2544, -0.3436



9.
Here is the molecule C5H3NO in a non-equilibrium geometry from the Open Molecules 2025 dataset. Energies are from the ωB97M-V functional and the def2-TZVPD basis.

Geometry (Å):
N -2.6304 1.9986 -0.5048
C -1.6158 1.4653 -0.3412
C -0.4502 0.6713 -0.1720
C -0.1094 -0.4703 -0.8235
C 0.8810 -1.0916 -0.0213
C 1.1511 -0.2261 0.9955
O 0.3344 0.8508 0.9251
H -0.5095 -0.8540 -1.7515
H 1.0749 -2.1443 -0.1082
H 1.8739 -0.1998 1.8019

Forces on the atoms, in the same order (eV/Å):
0.963 -0.338 0.147
-0.782 0.621 -0.204
-0.036 -0.099 -0.216
-0.252 0.006 0.103
-0.234 -0.037 0.244
-0.058 -0.206 -0.022
-0.024 0.092 -0.108
-0.220 0.078 0.270
0.919 0.047 -0.079
-0.277 -0.164 -0.135

Values from the calculation:
- SMILES: N#Cc1ccco1
- Electronic energy: -8769.655 eV
- Strongest force on any atom: 0.020 Eh/bohr
- HOMO: -0.347 Eh
- LUMO: 0.55 eV
- Orbital gap: 10.007 eV
- Net charge: 0

Here are the Mulliken charges for atoms 1 to 6, given in e: -0.4006, 0.1739, 0.1907, -0.1757, -0.4654, -0.2275



10.
Here is the molecule C5H3NO in a non-equilibrium geometry from the Open Molecules 2025 dataset. Energies are from the ωB97M-V functional and the def2-TZVPD basis.

Geometry (Å):
C -2.1470 -0.6523 -1.0013
C -1.2793 -0.0479 -0.4340
C -0.2465 0.7370 0.1878
C 1.0931 0.2467 0.4506
O 1.8538 1.1811 0.6716
C 1.6095 -1.0954 0.3966
N 2.0566 -2.1569 0.3704
H -2.9107 -1.1881 -1.5100
H 0.5414 1.7034 -0.2119
H -0.5710 1.2723 1.0802

Forces on the atoms, in the same order (eV/Å):
0.264 0.111 0.192
-0.080 0.270 -0.730
0.832 2.175 -0.740
1.321 1.029 0.732
1.903 -1.214 0.601
0.171 -1.223 0.243
-0.270 0.533 -0.057
-0.029 -0.051 0.032
-3.904 -1.284 -0.488
-0.208 -0.347 0.215

Values from the calculation:
- SMILES: C#CCC(=O)C#N
- Electronic energy: -8766.257 eV
- Strongest force on any atom: 0.080 Eh/bohr
- HOMO: -0.379 Eh
- LUMO: -0.96 eV
- Orbital gap: 9.346 eV
- Net charge: 0

Here are the Mulliken charges for atoms 1 to 6, given in e: 0.3358, -0.5221, -0.7770, 0.5346, -0.5007, 0.1692



11.
Here is the molecule C5H3NO in a non-equilibrium geometry from the Open Molecules 2025 dataset. Energies are from the ωB97M-V functional and the def2-TZVPD basis.

Geometry (Å):
N -0.6331 -2.8792 0.7119
C -0.3187 -1.7843 0.5025
C 0.0262 -0.4318 0.2122
C 1.0844 0.2502 0.6471
O 1.0813 1.5508 0.1389
C 0.0142 1.8210 -0.6076
C -0.7340 0.5250 -0.6656
H 1.9148 -0.0006 1.2912
H -0.6272 0.3328 -1.7412
H -1.8079 0.6159 -0.4894

Forces on the atoms, in the same order (eV/Å):
0.310 1.053 -0.189
-0.224 -0.832 0.159
0.153 0.235 -0.052
-0.137 -0.296 -0.015
-0.044 0.162 -0.002
0.076 -0.133 0.347
-0.071 0.192 -0.085
-0.111 -0.010 -0.085
-0.057 -0.411 -0.121
0.103 0.040 0.043

Values from the calculation:
- Electronic energy: -8767.451 eV
- Strongest force on any atom: 0.022 Eh/bohr
- HOMO: -0.352 Eh
- LUMO: -0.17 eV
- Orbital gap: 9.416 eV
- Net charge: 0

Here are the Mulliken charges for atoms 1 to 6, given in e: -0.4387, 0.1119, 0.3206, -0.3250, -0.1509, -0.4696



12.
Here is the molecule C5H3NO in a non-equilibrium geometry from the Open Molecules 2025 dataset. Energies are from the ωB97M-V functional and the def2-TZVPD basis.

Geometry (Å):
C 0.1671 0.3502 0.7409
C -1.4518 0.8752 -0.9789
C 0.0749 -1.0567 0.2224
C -0.8207 1.0411 0.2012
C -1.8694 -0.3696 -0.2249
N -0.9888 -1.4197 -0.3649
O -2.4165 -0.0871 0.8101
H 0.8126 0.5530 1.5375
H -1.5949 1.4910 -1.9340
H 0.8976 -1.6495 0.5274

Forces on the atoms, in the same order (eV/Å):
1.194 -0.692 -0.672
-1.846 1.024 0.227
0.633 2.050 0.742
2.560 2.357 -2.214
-1.506 1.754 -1.402
0.467 -1.958 -0.562
-3.258 -1.980 1.335
0.407 0.346 1.266
0.893 -1.623 1.422
0.455 -1.277 -0.142

Values from the calculation:
- Electronic energy: -8764.107 eV
- Strongest force on any atom: 0.080 Eh/bohr
- HOMO (spin up / spin down): -0.313 / -0.313 Eh
- LUMO (spin up / spin down): -1.05 / -1.05 eV
- Orbital gap (spin up / spin down): 7.454 / 7.457 eV
- Net charge: 0

Here are the Mulliken charges for atoms 1 to 6, given in e: -0.6723, -0.2330, -0.1239, -0.0781, 1.0052, -0.6265



Calculated values (kJ/mol) of energy above the lowest of the compared OMol25 structures with the same formula, charge and spin for the records, taken in order: 193.9, 371.9, 408.7, 517.1, 377.6, 458.4, 386.7, 238.0, 33.9, 361.7, 246.6, 569.2.